Record 1
108
Properties=species:S:1:pos:R:3:forces:R:3:mulliken_charge:R:1 method="wB97M-V/def2-TZVPD" lumo_ev="-7.2 / -7.0" fmax_ev_per_a=0.6 homo_ev="-12.2 / -12.2" charge=+2 e_above_lowest_kcal_mol=0.0 s_squared=0.760 orbital_gap_ev="4.9 / 5.2" spin_multiplicity=2
Re -0.43614 -0.69134 0.21275 0.047 0.397 -0.263 0.962
N -3.68317 -3.50827 -0.65160 0.032 0.056 0.008 0.166
C -2.57725 -2.79851 -0.74281 -0.008 -0.195 0.092 -0.751
N -2.22953 -1.86662 0.11473 0.196 -0.306 0.061 -0.018
C -3.05478 -1.61117 1.22378 0.006 0.164 0.069 0.482
N -2.73918 -0.71550 2.11299 0.041 -0.215 -0.117 -1.813
N -1.53997 -0.12107 1.80026 -0.085 0.233 -0.021 1.927
C -0.92895 0.65088 2.63253 -0.096 -0.054 -0.092 -1.397
C 0.30324 1.28158 2.16526 0.013 0.063 -0.094 1.272
C 0.89811 2.29603 2.88612 -0.053 -0.008 -0.037 -0.658
C 1.93219 3.02038 2.30432 0.013 -0.014 -0.024 -1.089
C 2.32592 2.70121 1.02088 0.019 -0.025 -0.002 -0.960
C 1.71963 1.63429 0.37086 0.022 -0.013 0.012 -0.187
N 0.74396 0.91937 0.92148 0.211 0.129 0.249 1.129
C -4.27626 -2.38097 1.37012 -0.028 0.002 -0.015 0.661
C -5.14955 -2.19884 2.44711 -0.014 0.021 0.010 -0.495
C -6.29331 -2.96004 2.53770 -0.005 -0.004 -0.001 -0.892
C -6.58597 -3.91474 1.56021 0.012 -0.001 -0.006 -0.454
C -5.73689 -4.11195 0.49047 -0.001 0.024 0.023 -1.005
C -4.58547 -3.33978 0.40711 0.028 -0.025 -0.016 0.088
H -3.87159 -4.20841 -1.35516 -0.009 -0.008 0.014 0.333
H -1.91961 -3.00770 -1.57437 -0.005 -0.016 0.034 0.770
H -1.34588 0.86158 3.61225 0.016 -0.031 0.043 0.698
H 0.52641 2.53350 3.87256 0.003 -0.009 0.008 0.718
H 2.40559 3.82947 2.84329 -0.002 0.006 0.002 0.534
H 3.11464 3.24451 0.52071 -0.004 0.006 -0.002 0.630
H 2.03393 1.34515 -0.62113 0.032 -0.004 0.027 0.274
H -4.91177 -1.45414 3.19314 0.006 0.000 0.004 0.515
H -6.97031 -2.81965 3.36837 -0.003 0.001 0.002 0.451
H -7.48655 -4.50751 1.64131 -0.002 -0.005 -0.003 0.432
H -5.95836 -4.85262 -0.26726 0.000 -0.004 -0.004 0.438
C 0.03066 4.42788 -6.03306 0.009 -0.006 -0.013 -2.000
C -0.23978 4.75998 -4.56602 -0.008 0.000 -0.028 1.932
C -1.42592 5.73260 -4.49764 -0.014 0.009 0.001 -1.616
C 1.00731 5.43028 -3.97309 0.013 0.024 0.022 -1.630
C -0.55470 3.51456 -3.74509 0.014 -0.014 0.001 -0.265
C -0.89306 3.64138 -2.39811 -0.002 -0.042 0.049 -0.212
C -1.12321 2.52595 -1.62650 -0.024 0.041 -0.071 -0.308
Br -1.85407 2.83138 0.09190 0.065 -0.129 0.096 -0.078
C -1.00963 1.22916 -2.15663 0.127 -0.126 -0.150 0.536
O -1.08292 0.12865 -1.33833 -0.365 0.333 0.392 -0.375
C -0.84825 1.07603 -3.54134 0.070 0.077 -0.054 -0.706
C -0.57874 2.23736 -4.27747 0.012 -0.008 0.015 -0.299
C -1.03499 -0.20646 -4.37197 -0.008 -0.061 -0.008 1.997
C -1.40902 -1.45430 -3.56858 -0.040 0.020 -0.018 -1.765
C 0.21464 -0.50760 -5.21251 0.023 0.010 0.018 -1.647
C -2.21628 0.04643 -5.33098 -0.018 -0.014 0.015 -1.817
H 0.24219 5.34817 -6.57709 0.006 0.003 0.005 0.435
H -0.83197 3.95927 -6.51051 -0.011 0.006 -0.001 0.413
H 0.89598 3.77243 -6.15211 0.002 -0.009 0.009 0.380
H -1.21065 6.61760 -5.09726 0.007 0.000 -0.002 0.457
H -1.62478 6.06893 -3.47968 -0.002 -0.003 0.005 0.338
H -2.33496 5.27256 -4.88819 0.002 -0.007 -0.003 0.373
H 1.25549 6.32666 -4.54261 -0.005 0.000 -0.004 0.452
H 1.86841 4.75958 -4.00682 -0.002 -0.008 -0.008 0.361
H 0.84713 5.73094 -2.93618 0.000 -0.002 0.003 0.337
H -1.00855 4.61608 -1.94493 0.003 0.008 -0.006 0.499
H -0.40446 2.12180 -5.33588 -0.003 0.004 -0.014 0.433
H -0.63188 -1.77123 -2.87247 0.065 0.027 -0.032 -0.204
H -1.58297 -2.27247 -4.26936 -0.002 -0.007 -0.017 0.628
H -2.33387 -1.27957 -3.01593 0.020 -0.017 0.023 0.604
H 1.11567 -0.57405 -4.60222 -0.004 -0.038 0.043 0.133
H 0.38614 0.25417 -5.97173 0.007 0.009 0.004 0.401
H 0.08986 -1.46021 -5.72916 -0.011 0.007 -0.024 0.510
H -3.12563 0.28373 -4.77623 -0.002 -0.003 0.005 0.441
H -2.40104 -0.84962 -5.92548 0.001 -0.004 -0.007 0.493
H -2.02047 0.86484 -6.02110 0.012 0.013 0.008 0.344
N 4.07689 -5.31030 -0.38294 -0.021 -0.018 0.022 -0.433
C 3.61008 -4.32852 -0.74978 0.064 -0.027 -0.048 -0.413
C 3.03295 -3.09412 -1.20003 -0.046 0.049 0.023 0.379
C 3.63193 -2.31788 -2.18500 -0.018 -0.015 0.022 -0.580
C 2.99271 -1.15097 -2.56375 -0.025 0.034 -0.031 -1.267
C 1.81810 -0.78689 -1.93625 -0.018 0.043 0.050 -0.559
N 1.25577 -1.51578 -0.95564 0.036 -0.087 -0.104 0.434
C 1.84789 -2.66707 -0.61896 -0.085 -0.088 -0.049 -0.190
H 4.56134 -2.62824 -2.64238 0.004 -0.007 0.002 0.583
H 3.39777 -0.51876 -3.34101 0.003 0.005 -0.002 0.631
H 1.29585 0.11650 -2.22553 0.008 -0.002 -0.024 0.710
H 1.35293 -3.28065 0.11670 0.023 0.014 0.018 0.493
Cl 3.18307 -1.42655 6.87794 -0.012 0.004 0.020 -0.164
C 4.09964 -0.68078 5.61512 0.034 0.007 -0.071 0.750
C 5.35365 -0.18002 5.93023 -0.012 -0.012 -0.004 -0.532
C 6.19729 0.28046 4.93528 0.011 0.004 -0.009 -0.601
C 5.79557 0.21521 3.61028 0.002 0.000 0.014 -0.654
C 4.53008 -0.24856 3.31610 -0.012 0.007 0.117 0.709
Cl 4.06574 -0.39272 1.63558 -0.050 0.032 -0.098 -0.135
C 3.62087 -0.66892 4.29749 0.082 0.095 -0.024 -0.592
N 2.36763 -1.12969 3.92064 0.004 -0.199 -0.020 0.726
C 1.15663 -0.94137 4.59713 0.008 0.133 -0.028 0.015
C 0.93786 0.15827 5.42706 -0.010 -0.040 0.002 -0.157
C -0.27502 0.31544 6.07741 -0.008 -0.025 -0.006 -0.889
C -1.29373 -0.61209 5.89091 -0.011 0.001 0.007 -0.979
C -1.07810 -1.70070 5.05878 -0.008 0.005 0.009 -0.174
C 0.13960 -1.88536 4.41188 -0.013 0.071 0.047 0.238
C 0.38325 -3.10877 3.56832 -0.104 -0.026 -0.006 -1.717
C 0.05310 -2.89019 2.11189 0.014 0.037 0.233 0.827
O -0.54834 -3.67627 1.42292 0.082 -0.026 -0.106 -0.578
O 0.50413 -1.70369 1.63570 -0.258 -0.274 -0.189 0.090
H 5.67197 -0.19650 6.96308 0.008 0.004 0.001 0.452
H 7.17995 0.65254 5.18734 0.001 0.001 -0.004 0.408
H 6.45467 0.51455 2.80779 0.010 0.005 0.005 0.467
H 2.27973 -1.39197 2.95012 0.008 0.050 0.051 -0.648
H 1.73965 0.87017 5.58244 -0.001 0.000 0.007 0.692
H -0.42112 1.15654 6.74287 0.000 0.000 0.011 0.458
H -2.23571 -0.50289 6.41085 -0.001 0.004 -0.002 0.445
H -1.85587 -2.44524 4.93323 -0.009 0.001 -0.003 0.501
H -0.21173 -3.95109 3.91577 -0.001 -0.003 -0.032 0.660
H 1.43650 -3.39920 3.63284 -0.002 -0.019 -0.018 0.256

Record 2
108
Properties=species:S:1:pos:R:3:forces:R:3:mulliken_charge:R:1 method="wB97M-V/def2-TZVPD" lumo_ev=-0.5 fmax_ev_per_a=0.2 homo_ev=-7.3 e_above_lowest_kcal_mol=24.7 orbital_gap_ev=6.9
Sr -0.46794 -0.30875 -0.19682 0.075 0.057 -0.215 1.043
C -4.73156 2.82445 4.76891 0.011 -0.017 0.004 -1.725
C -4.22820 1.75706 3.83977 -0.023 0.021 0.018 0.179
C -4.94984 1.27318 2.80366 -0.014 0.029 0.025 -0.933
C -4.44575 0.27364 1.90843 0.058 -0.129 -0.104 0.687
C -5.32270 -0.08428 0.89077 -0.077 0.047 0.060 -0.329
N -5.37077 -1.03822 -0.02662 0.000 -0.018 -0.088 -0.025
C -4.56482 -2.23229 -0.27639 0.002 0.021 0.050 -1.251
C -3.68130 -2.01347 -1.49253 0.017 -0.076 0.012 0.383
C -2.98195 -3.26490 -2.04115 -0.002 0.083 0.039 0.154
N -3.06487 -4.46011 -1.18672 -0.033 -0.037 -0.053 0.052
C -2.10326 -5.30218 -0.86068 0.031 0.012 0.011 -0.667
C -0.72296 -5.13467 -0.71648 -0.045 0.045 -0.019 0.498
C 0.04656 -6.33714 -0.71433 0.016 -0.003 0.002 -1.090
C 1.38375 -6.34314 -0.48765 -0.002 -0.029 0.003 0.127
C 2.22470 -7.58745 -0.54563 -0.003 0.009 -0.009 -1.540
C 1.97555 -5.10177 -0.13634 -0.013 0.006 -0.001 -0.435
C 1.30987 -3.90946 -0.05726 -0.008 -0.014 0.001 1.377
C 2.11348 -2.78399 0.44417 0.033 -0.023 -0.021 -1.535
N 1.81763 -1.55762 0.52431 -0.017 -0.059 0.082 1.341
C 2.83363 -0.68303 1.09417 -0.031 0.029 0.034 -1.428
C 2.23374 0.23192 2.15991 0.008 -0.016 0.072 0.300
C 1.31050 -0.48975 3.14610 -0.017 0.024 -0.004 -1.453
N -0.06167 -0.44544 2.65349 0.087 -0.063 -0.178 0.608
C -0.91818 0.06287 3.43321 -0.055 0.053 0.061 -0.783
C -2.32892 0.34551 3.15785 -0.025 -0.041 -0.076 1.044
C -2.91498 1.24041 4.00230 -0.019 0.007 0.000 -0.485
C -3.06322 -0.16755 2.00546 0.049 0.023 0.045 0.433
O -2.54581 -0.90081 1.13822 -0.061 0.084 0.183 -0.729
C -0.11235 -3.85021 -0.39798 -0.038 -0.019 0.008 -0.084
O -0.79236 -2.81373 -0.34114 0.102 0.012 0.087 0.391
H -5.75049 3.11618 4.51571 -0.002 -0.002 0.001 0.365
H -4.10032 3.71310 4.70927 -0.003 0.003 0.003 0.333
H -4.72530 2.48390 5.80679 -0.004 0.008 0.001 0.354
H -5.95685 1.64415 2.63658 0.001 -0.004 -0.012 0.260
H -6.20126 0.55315 0.82462 0.010 0.000 0.002 0.339
H -6.11811 -0.92096 -0.69250 -0.006 0.003 0.011 0.300
H -5.28637 -3.04220 -0.43239 -0.005 -0.006 0.024 0.458
H -3.97012 -2.45236 0.60327 -0.007 -0.003 -0.012 0.355
H -2.94543 -1.26831 -1.21582 0.003 -0.006 -0.075 -0.134
H -4.25228 -1.57088 -2.30965 -0.020 0.005 0.022 0.627
H -1.93443 -3.06370 -2.21983 0.004 -0.014 -0.013 -0.861
H -3.43339 -3.55069 -2.99366 0.014 -0.009 -0.003 0.424
H -3.98996 -4.85751 -1.13409 0.008 -0.015 0.001 0.381
H -2.47195 -6.30545 -0.65564 -0.001 0.003 0.008 0.433
H -0.46593 -7.27009 -0.93094 0.007 -0.005 0.002 0.343
H 1.61290 -8.46294 -0.76149 0.000 -0.001 0.002 0.391
H 2.74153 -7.76223 0.40018 0.002 -0.001 0.000 0.349
H 2.98712 -7.51106 -1.32382 0.005 -0.003 -0.002 0.300
H 3.03310 -5.10734 0.11641 0.000 0.012 0.002 0.417
H 3.10530 -3.11030 0.79135 0.000 0.002 -0.006 0.038
H 3.24424 -0.07136 0.28582 0.017 -0.001 0.004 0.162
H 3.65595 -1.27230 1.52328 0.002 -0.007 -0.016 0.443
H 1.66285 1.02902 1.68353 0.015 0.020 0.040 -0.379
H 3.04864 0.72075 2.69807 0.029 -0.039 -0.014 0.589
H 1.38354 -0.02576 4.13793 -0.006 -0.014 0.002 0.436
H 1.61430 -1.53659 3.24735 -0.006 -0.003 -0.010 0.388
H -0.60464 0.40414 4.43048 0.011 0.004 -0.010 0.167
H -2.31901 1.62904 4.82309 0.010 -0.005 -0.003 0.372
C -1.25496 -3.64628 -7.69238 0.011 0.005 0.015 -1.944
C 0.18956 -3.74345 -7.23260 0.002 -0.005 -0.011 0.559
C 0.71300 -5.16750 -7.35506 0.008 0.008 0.008 -0.996
C 2.19720 -5.20602 -7.03641 -0.001 -0.006 0.004 -1.199
C 2.47561 -4.53912 -5.71537 0.006 -0.021 0.001 1.356
C 3.61937 -4.84311 -5.00876 0.000 0.015 0.023 -0.842
C 3.86369 -4.23848 -3.78259 -0.002 -0.003 0.006 -0.122
F 4.99611 -4.56915 -3.12278 -0.011 0.001 0.001 -0.407
C 2.99282 -3.34411 -3.23191 -0.007 -0.002 -0.010 -0.715
C 1.82018 -3.02759 -3.92527 0.026 -0.002 -0.017 1.222
C 0.88062 -2.06765 -3.29684 0.003 -0.019 0.006 0.184
O 1.18079 -1.56405 -2.21160 -0.024 0.026 0.011 -0.142
C -0.33147 -1.84449 -4.03545 -0.011 0.025 0.003 -0.188
C -0.49023 -2.44680 -5.24529 -0.005 -0.007 0.001 -0.642
N 0.38400 -3.28580 -5.84019 0.006 -0.006 -0.008 0.345
C 1.56174 -3.61538 -5.16879 -0.019 0.020 0.000 -1.376
C -1.49299 -0.97440 -3.55887 0.007 0.052 -0.024 0.299
O -2.54961 -1.06659 -4.20424 0.006 -0.033 -0.010 -0.866
O -1.28241 -0.26732 -2.53957 -0.068 0.035 0.154 -0.713
H -1.32443 -4.08487 -8.68754 -0.001 -0.001 0.000 0.460
H -1.60830 -2.61949 -7.76121 -0.013 -0.002 -0.005 0.526
H -1.91838 -4.20036 -7.02600 -0.002 0.002 0.001 0.345
H 0.80487 -3.10000 -7.87385 -0.005 0.005 0.002 0.168
H 0.53006 -5.52844 -8.36768 -0.007 0.003 0.000 0.376
H 0.15399 -5.80869 -6.66688 -0.001 -0.005 -0.001 0.311
H 2.75015 -4.69390 -7.83021 -0.001 0.003 0.002 0.364
H 2.56582 -6.23245 -7.01020 0.000 0.000 -0.006 0.446
H 4.33182 -5.56070 -5.39666 -0.002 0.002 -0.006 0.537
H 3.17531 -2.87250 -2.27616 0.003 0.004 -0.001 0.862
H -1.41149 -2.23169 -5.76467 -0.002 -0.009 -0.006 0.753
O -0.83859 3.54459 2.12617 -0.002 -0.003 0.001 -0.800
C -0.65494 2.77370 1.18050 -0.067 -0.051 0.034 -0.028
O -1.34437 1.77521 0.83727 0.083 0.019 -0.134 -0.505
C 0.59214 3.04590 0.31780 0.001 -0.017 0.009 0.470
C 1.23582 4.30227 0.43581 0.021 0.009 -0.020 -0.800
C 2.35734 4.54338 -0.29281 -0.007 0.005 0.010 -0.832
C 2.86045 3.53588 -1.15105 -0.010 -0.008 -0.011 1.090
C 4.02566 3.70292 -1.93589 0.002 -0.003 -0.002 -0.790
C 4.46516 2.69611 -2.74690 0.002 -0.002 -0.008 -0.699
C 3.75204 1.47901 -2.81327 0.008 0.011 0.010 -0.726
C 2.62299 1.28994 -2.06707 -0.002 -0.006 0.014 0.635
C 2.15539 2.31498 -1.21106 0.012 0.024 0.014 -0.864
N 1.03077 2.08851 -0.46557 -0.020 -0.013 -0.026 0.230
H 0.80820 5.02002 1.12006 -0.002 -0.001 0.001 0.574
H 2.87806 5.49227 -0.22833 -0.003 0.003 0.004 0.400
H 4.56151 4.64339 -1.88136 -0.005 0.003 0.004 0.383
H 5.35778 2.82921 -3.34463 -0.001 0.000 0.000 0.382
H 4.10156 0.68905 -3.46670 -0.002 -0.002 0.001 0.551
H 2.06651 0.36275 -2.12350 0.007 0.008 -0.008 0.587